No. 1
# C38H64O28S2

A 11-piece molecular cluster, C38H64O28S2 overall in a non-equilibrium geometry (the ωB97M-V functional and the def2-TZVPD basis, OMol25).

Output
Multiplicity: 2
E_HOMO (alpha / beta): -7.2 / -6.8 eV
Lowest unoccupied orbital energy (alpha / beta): 0.05487 / -0.03130 Ha
Expectation value of S²: 0.7633
Charge: -1
Gap between HOMO and LUMO (alpha / beta): 8.680 / 5.981 eV

Cartesian coordinates (Å):
O: -1.46661 -0.34784 0.08138
C: -0.17502 -0.30422 -0.45267
C: 1.09926 0.52528 0.15619
O: 2.38896 0.67249 -0.45497
H: -0.21214 -0.09428 -1.52162
H: 0.15057 -1.33963 -0.55279
H: 1.32837 -0.07601 1.03599
H: 0.70966 1.48842 0.48583
C: 3.79270 -2.55629 1.15496
C: 3.00133 -3.36146 0.08479
C: 2.92823 -2.62151 -1.27017
O: 3.97438 -3.27089 -1.94916
C: 4.47229 -4.33913 -1.29022
O: 5.36946 -5.03974 -1.72646
O: 3.75815 -4.51341 -0.14405
H: 3.17272 -1.72775 1.49735
H: 4.80794 -2.33979 0.82250
H: 4.04060 -3.12548 2.05088
H: 2.02841 -3.59319 0.51818
H: 3.05495 -1.53923 -1.29639
H: 1.97378 -2.94751 -1.68351
C: -4.76521 -1.20078 -1.15079
C: -5.85079 -0.58413 -0.36081
C: -5.46515 0.73433 0.34689
O: -6.25896 1.67963 -0.25608
C: -7.24658 1.17009 -0.96376
O: -8.16836 1.81110 -1.46044
O: -6.96271 -0.11956 -1.14448
H: -5.12950 -2.08084 -1.68078
H: -3.96695 -1.48338 -0.46446
H: -4.52689 -0.50976 -1.95936
H: -6.16308 -1.20816 0.47653
H: -4.40149 0.96735 0.39603
H: -5.79937 0.76272 1.38400
C: 0.89557 -2.26797 5.91148
C: 1.27923 -1.43924 4.68480
C: 0.36243 -0.23185 4.43532
O: 1.22170 0.92723 4.48492
C: 2.46010 0.52131 4.83137
O: 3.42158 1.24294 5.07347
O: 2.52631 -0.76986 4.94215
H: -0.06247 -2.76465 5.75800
H: 0.78811 -1.70852 6.84077
H: 1.52803 -3.13381 6.10749
H: 1.28027 -2.04207 3.77668
H: -0.43542 -0.16606 5.17505
H: -0.11686 -0.29633 3.45847
C: -2.35475 -4.45446 -0.37191
C: -1.14647 -4.57788 0.59871
C: -0.80412 -3.37804 1.48335
O: -0.76795 -3.85203 2.77012
C: -1.51863 -4.94115 2.82789
O: -2.01003 -5.40130 3.90459
O: -1.62044 -5.48557 1.58424
H: -2.57898 -3.49543 -0.83890
H: -3.24258 -4.65393 0.22814
H: -2.22119 -5.16468 -1.18792
H: -0.23534 -4.97862 0.15444
H: -1.59187 -2.62648 1.43142
H: 0.18427 -2.99145 1.23491
C: -3.96054 2.37590 -3.03086
C: -3.54905 3.20864 -1.79102
C: -2.26123 2.88521 -1.12898
O: -1.70266 4.19382 -0.88085
C: -2.43691 5.20692 -1.37119
O: -2.36931 6.39144 -1.18529
O: -3.31864 4.59623 -2.16883
H: -4.95372 2.72148 -3.31767
H: -4.11795 1.31662 -2.82777
H: -3.34833 2.55812 -3.91409
H: -4.30458 3.15103 -1.00746
H: -1.68359 2.31476 -1.85632
H: -2.37715 2.25076 -0.25028
C: -1.25139 -0.62911 -4.49627
C: -0.89735 -2.06027 -4.16803
C: -1.57151 -2.71045 -2.98350
O: -1.94108 -3.95333 -3.46191
C: -1.65750 -4.05887 -4.74312
O: -1.93128 -4.99020 -5.45386
O: -1.16225 -2.88280 -5.26221
H: -2.33429 -0.50541 -4.48614
H: -0.98031 -0.29455 -5.49761
H: -0.69871 -0.05113 -3.75560
H: 0.18160 -2.20861 -4.12381
H: -2.41210 -2.13348 -2.59798
H: -0.76230 -2.82946 -2.26300
C: 2.63253 3.76275 3.12068
C: 3.26887 3.99272 1.74158
C: 2.34108 4.22791 0.53584
O: 2.88937 5.45149 -0.00575
C: 3.94375 5.82537 0.73619
O: 4.71566 6.76843 0.42049
O: 4.19360 5.00011 1.76953
H: 3.31895 3.17498 3.73016
H: 1.69291 3.21541 3.04564
H: 2.31544 4.67850 3.61964
H: 3.79702 3.05666 1.56007
H: 1.34147 4.40911 0.93088
H: 2.25824 3.32834 -0.07409
C: 5.79630 0.68139 1.18762
C: 5.60566 0.91570 -0.26812
C: 5.24608 2.35903 -0.58524
O: 6.11912 2.66626 -1.60469
C: 7.07607 1.73367 -1.68439
O: 8.01227 1.85426 -2.49957
O: 6.87758 0.73998 -0.88365
H: 6.25414 -0.29239 1.36153
H: 4.83933 0.68251 1.70943
H: 6.37861 1.37268 1.79683
H: 4.90791 0.29523 -0.83049
H: 5.31155 3.16897 0.14127
H: 4.21794 2.48959 -0.92284
C: -4.70080 -2.99213 2.44832
S: -5.00704 -1.54654 3.56134
O: -4.91901 -2.18315 4.93210
C: -3.30727 -0.94533 3.30412
H: -4.13087 -3.76611 2.96236
H: -4.28225 -2.71185 1.48170
H: -5.65635 -3.46730 2.22644
H: -3.14974 -0.72537 2.24823
H: -2.67366 -1.79633 3.55399
H: -3.22487 -0.01361 3.86376
C: 1.89905 5.13012 -3.86002
S: 0.31445 4.31310 -3.66689
O: -0.51682 4.44012 -4.90202
C: 0.96577 2.62508 -3.57118
H: 2.44352 4.80899 -4.74802
H: 2.63879 5.04856 -3.06363
H: 1.74389 6.19780 -4.01524
H: 1.73691 2.45469 -2.81990
H: 1.41701 2.40558 -4.53880
H: 0.12651 1.94423 -3.42912

No. 2
# C13H20BF3NO6P

A 2-piece molecular cluster, C13H20BF3NO6P overall in a non-equilibrium geometry (the ωB97M-V functional and the def2-TZVPD basis, OMol25).

Output
Energy relative to the best compared isomer or geometry (same formula, charge and spin): 0.0 kJ/mol
E_HOMO: -6.5 eV
Lowest unoccupied orbital energy: -0.03982 Ha
Charge: 0
Gap between HOMO and LUMO: 5.399 eV

Cartesian coordinates (Å):
C: -1.03779 -1.23422 4.05181
C: 0.21706 -2.07687 3.90683
O: 0.89597 -1.79085 2.67528
B: 0.39729 -2.28369 1.53228
O: -0.18404 -3.54748 1.46253
C: 0.42119 -1.45115 0.17753
C: -0.72330 -1.51901 -0.59974
N: -0.86532 -0.84835 -1.76652
C: -2.12083 -0.88639 -2.53449
C: -3.24532 -0.04939 -1.93468
C: -3.75538 -0.50510 -0.58789
F: -5.00127 -0.03044 -0.40289
F: -3.02189 -0.04311 0.43297
F: -3.83819 -1.84449 -0.49318
C: 0.15805 -0.12080 -2.24777
C: 1.34304 -0.03520 -1.56363
C: 1.47751 -0.67342 -0.32528
C: 2.80494 -0.39895 0.34950
O: 3.81271 -0.52623 -0.26770
O: 2.75680 0.12736 1.60453
P: 1.81498 1.58021 1.55055
C: 2.43823 2.32157 0.05361
O: 2.37524 2.50657 2.76325
H: -1.21194 -1.06798 5.11137
H: -0.88122 -0.27060 3.57727
H: -1.90941 -1.74986 3.65632
H: 0.90478 -1.79079 4.69702
H: 0.02304 -3.13733 4.04217
H: 0.39483 -4.16929 1.01242
H: -1.56480 -2.10252 -0.26871
H: -2.41406 -1.90720 -2.75243
H: -1.88357 -0.42665 -3.48736
H: -4.08702 -0.13077 -2.61523
H: -2.93457 0.98734 -1.85226
H: 0.03427 0.41225 -3.17920
H: 2.13907 0.55065 -1.97977
H: 3.52684 2.33566 -0.01684
H: 2.09138 3.35140 -0.01291
H: 1.95578 1.82549 -0.76798
H: 2.85188 3.26867 2.41008
C: 1.16001 3.45538 -3.07493
O: 0.56689 2.47215 -2.35808
H: 0.51432 4.34054 -3.29274
H: 2.06788 3.92018 -2.59816
H: 1.53591 3.16270 -4.08696

No. 3
# C23H32I2N6O2Ru

C23H32I2N6O2Ru as an isolated structure in a non-equilibrium geometry (the ωB97M-V functional and the def2-TZVPD basis, OMol25).

Output
Energy relative to the best compared isomer or geometry (same formula, charge and spin): 1.1 kJ/mol
E_HOMO (alpha / beta): -14.2 / -14.3 eV
Lowest unoccupied orbital energy (alpha / beta): -0.34310 / -0.34538 Ha
Charge: +2
Gap between HOMO and LUMO (alpha / beta): 4.913 / 4.852 eV

Cartesian coordinates (Å):
Ru: -1.46181 0.00399 0.01884
C: 2.53026 0.91248 4.23990
C: 2.46922 0.74702 2.71851
C: 2.07956 -0.64716 2.27564
C: 3.03319 -1.63313 2.44830
C: 2.85616 -2.91668 1.95267
C: 1.71947 -3.22870 1.21661
C: 0.73281 -2.28964 0.99773
C: -0.45500 -2.75063 0.19031
C: -1.37332 -3.68050 0.97858
C: 0.87760 -1.00274 1.58988
N: -0.15587 -0.09186 1.43363
C: -0.38557 0.83197 2.43111
C: -1.18317 1.87716 2.10959
C: -1.65883 3.05256 2.79180
C: -2.45563 3.70242 1.91181
C: -2.48722 2.90799 0.69975
N: -1.72437 1.85444 0.80597
H: 2.84301 1.92280 4.49810
H: 3.25001 0.21972 4.67368
H: 1.57305 0.71696 4.72823
H: 3.46711 0.93160 2.31411
H: 1.83514 1.51363 2.27168
H: 3.95827 -1.37937 2.95023
H: 3.62367 -3.66409 2.10347
H: 1.60814 -4.21957 0.79444
H: -0.08627 -3.25693 -0.70489
H: -1.08131 -1.94210 -0.24739
H: -0.81643 -4.55834 1.30504
H: -2.20583 -4.01190 0.36193
H: -1.75881 -3.18624 1.87155
H: 0.05577 0.68017 3.40388
H: -1.39933 3.34398 3.79687
H: -2.98465 4.63097 2.05083
H: -3.06871 3.12269 -0.18543
I: -3.46512 0.87917 -2.01078
C: -4.47316 -0.84225 -2.80495
I: -3.23625 -2.23448 -3.77514
H: -5.17602 -0.42192 -3.51497
H: -4.95720 -1.31005 -1.96013
C: -0.07545 2.00871 -1.90845
N: 0.02155 0.55216 -1.49024
C: -0.09739 -0.28791 -2.75331
N: 0.87124 0.08339 -3.74543
C: 0.68375 1.49483 -4.09471
N: 0.88232 2.35343 -2.92123
C: 2.23240 2.14026 -2.40050
N: 2.42058 0.73697 -2.02561
C: 1.45760 0.37260 -1.02664
C: 2.22057 -0.10004 -3.21267
H: 0.09267 2.61453 -1.01660
H: -1.07863 2.18960 -2.29010
H: -1.09859 -0.15558 -3.15310
H: 0.03499 -1.33252 -2.46319
H: -0.32453 1.64052 -4.48544
H: 1.40050 1.77297 -4.86553
H: 2.38976 2.77547 -1.52681
H: 2.96177 2.40956 -3.16257
H: 1.59480 0.99491 -0.14026
H: 1.59367 -0.67673 -0.77009
H: 2.36798 -1.14849 -2.94744
H: 2.95088 0.17390 -3.97221
O: -2.82198 -0.46774 1.53318
C: -3.52903 -1.32549 0.92194
O: -3.26345 -1.58749 -0.26699
H: -4.35056 -1.81523 1.45306

What did the third record say?
# C23H32I2N6O2Ru

C23H32I2N6O2Ru as an isolated structure in a non-equilibrium geometry (the ωB97M-V functional and the def2-TZVPD basis, OMol25).

Output
Energy relative to the best compared isomer or geometry (same formula, charge and spin): 1.1 kJ/mol
E_HOMO (alpha / beta): -14.2 / -14.3 eV
Lowest unoccupied orbital energy (alpha / beta): -0.34310 / -0.34538 Ha
Charge: +2
Gap between HOMO and LUMO (alpha / beta): 4.913 / 4.852 eV

Cartesian coordinates (Å):
Ru: -1.46181 0.00399 0.01884
C: 2.53026 0.91248 4.23990
C: 2.46922 0.74702 2.71851
C: 2.07956 -0.64716 2.27564
C: 3.03319 -1.63313 2.44830
C: 2.85616 -2.91668 1.95267
C: 1.71947 -3.22870 1.21661
C: 0.73281 -2.28964 0.99773
C: -0.45500 -2.75063 0.19031
C: -1.37332 -3.68050 0.97858
C: 0.87760 -1.00274 1.58988
N: -0.15587 -0.09186 1.43363
C: -0.38557 0.83197 2.43111
C: -1.18317 1.87716 2.10959
C: -1.65883 3.05256 2.79180
C: -2.45563 3.70242 1.91181
C: -2.48722 2.90799 0.69975
N: -1.72437 1.85444 0.80597
H: 2.84301 1.92280 4.49810
H: 3.25001 0.21972 4.67368
H: 1.57305 0.71696 4.72823
H: 3.46711 0.93160 2.31411
H: 1.83514 1.51363 2.27168
H: 3.95827 -1.37937 2.95023
H: 3.62367 -3.66409 2.10347
H: 1.60814 -4.21957 0.79444
H: -0.08627 -3.25693 -0.70489
H: -1.08131 -1.94210 -0.24739
H: -0.81643 -4.55834 1.30504
H: -2.20583 -4.01190 0.36193
H: -1.75881 -3.18624 1.87155
H: 0.05577 0.68017 3.40388
H: -1.39933 3.34398 3.79687
H: -2.98465 4.63097 2.05083
H: -3.06871 3.12269 -0.18543
I: -3.46512 0.87917 -2.01078
C: -4.47316 -0.84225 -2.80495
I: -3.23625 -2.23448 -3.77514
H: -5.17602 -0.42192 -3.51497
H: -4.95720 -1.31005 -1.96013
C: -0.07545 2.00871 -1.90845
N: 0.02155 0.55216 -1.49024
C: -0.09739 -0.28791 -2.75331
N: 0.87124 0.08339 -3.74543
C: 0.68375 1.49483 -4.09471
N: 0.88232 2.35343 -2.92123
C: 2.23240 2.14026 -2.40050
N: 2.42058 0.73697 -2.02561
C: 1.45760 0.37260 -1.02664
C: 2.22057 -0.10004 -3.21267
H: 0.09267 2.61453 -1.01660
H: -1.07863 2.18960 -2.29010
H: -1.09859 -0.15558 -3.15310
H: 0.03499 -1.33252 -2.46319
H: -0.32453 1.64052 -4.48544
H: 1.40050 1.77297 -4.86553
H: 2.38976 2.77547 -1.52681
H: 2.96177 2.40956 -3.16257
H: 1.59480 0.99491 -0.14026
H: 1.59367 -0.67673 -0.77009
H: 2.36798 -1.14849 -2.94744
H: 2.95088 0.17390 -3.97221
O: -2.82198 -0.46774 1.53318
C: -3.52903 -1.32549 0.92194
O: -3.26345 -1.58749 -0.26699
H: -4.35056 -1.81523 1.45306

Among the records above, which one has the highest charge?
C23H32I2N6O2Ru